(1)
A molecular structure, C18H37Cu2NO6S2, computed with ωB97M-V/def2-TZVPD.

```
66
Properties=species:S:1:pos:R:3
Cu -2.58302 1.59612 -0.21121
Cu -1.31233 4.44835 -1.14993
C -3.71839 -1.41779 -1.35871
C -3.43647 -1.79449 0.10257
C -2.19121 -2.71943 0.03189
C -1.44847 -2.93867 1.32749
C -1.13784 -1.60972 1.98239
C -2.39019 -0.73133 2.15913
N -3.13190 -0.63638 0.91135
O -4.23315 0.24742 1.06186
C -1.90284 0.62545 2.64042
C -3.21018 -1.38271 3.30099
C -4.63337 -2.66333 0.52113
H -2.97653 -0.77118 -1.84417
H -4.70435 -0.96338 -1.45110
H -3.65630 -2.33367 -1.95189
H -1.51033 -2.48944 -0.79209
H -2.62698 -3.69107 -0.22708
H -0.51383 -3.49170 1.18534
H -2.00482 -3.62662 1.97343
H -0.48881 -1.10091 1.25000
H -0.54810 -1.67004 2.89868
H -2.72707 1.28924 2.90332
H -1.34233 1.16898 1.86751
H -1.24202 0.49892 3.49874
H -3.01290 -0.87906 4.25453
H -2.95724 -2.43140 3.44843
H -4.29062 -1.26183 3.21465
H -4.37803 -3.35164 1.33582
H -5.05169 -3.32460 -0.23924
H -5.45260 -2.04511 0.89479
C -0.33516 1.09114 -2.06128
O -0.79504 2.20613 -1.36247
H 0.01104 0.26161 -1.42185
H -1.17515 0.69265 -2.64560
H 0.49484 1.24025 -2.76893
C 3.33932 3.01920 0.70350
C 2.11832 2.05431 0.61410
C 1.11149 2.70811 1.54768
S 1.28492 4.48968 1.33575
O 1.42839 5.15890 2.59467
O 0.25622 4.91716 0.39372
C 2.85110 4.42878 0.48406
H 4.13768 2.73709 0.01188
H 3.87511 2.91322 1.65095
H 2.50078 1.10955 0.98865
H 1.72837 2.07692 -0.40246
H 1.44901 2.53296 2.57482
H 0.10205 2.31317 1.51820
H 3.38554 5.27580 0.91237
H 2.58322 4.67955 -0.54306
C 3.43784 -0.05078 -1.74316
C 4.44754 -0.12116 -2.90223
C 3.96849 -1.26057 -3.80200
S 3.39212 -2.55053 -2.66251
O 4.48029 -3.45030 -2.39481
O 2.14856 -3.09182 -3.14711
C 3.01534 -1.44011 -1.27079
H 2.56613 0.51884 -2.06886
H 3.81673 0.62616 -0.97433
H 5.40162 -0.53069 -2.55234
H 4.63490 0.80382 -3.43926
H 4.65956 -1.67041 -4.53706
H 3.12133 -0.98400 -4.43768
H 3.43549 -1.93157 -0.40004
H 1.93592 -1.32202 -1.33159
```

Values from the calculation:
HOMO-LUMO gap ... 4.22 eV
E ... -5291.33501 a.u.
F_max ... 2.19 eV Å⁻¹
Net charge ... 0

***

(2)
2 unconnected molecules or ions with the total composition C5H13NO, computed with ωB97M-V/def2-TZVPD.

```
20
Properties=species:S:1:pos:R:3
C 2.39273 -0.26980 0.06525
C 0.99850 -0.23035 0.63832
C 0.83768 0.45964 1.94656
C -0.06011 -0.79219 -0.01107
C -1.47569 -0.49987 0.37045
N 0.22800 -1.81003 -0.96761
H 2.42415 -0.29492 -1.02462
H 2.92795 -1.09360 0.57322
H 3.06070 0.57293 0.28982
H -0.14404 0.90760 2.08158
H 1.44699 1.36160 2.04202
H 0.94643 -0.21367 2.81410
H -2.15614 -1.23080 -0.09551
H -1.52399 -0.66846 1.44767
H -1.96738 0.42870 0.10223
H 1.05032 -2.33150 -0.72812
H -0.53208 -2.48842 -0.95289
O -2.23212 2.56365 -1.81707
H -1.99131 1.95494 -1.13850
H -2.81861 3.26246 -1.52259
```

Values from the calculation:
HOMO-LUMO gap ... 8.37 eV
E ... -328.25770 a.u.
SMILES string ... CC(C)=C(C)N.O
F_max ... 2.36 eV Å⁻¹
Net charge ... 0

***

(3)
C3H3N5 in the gas phase, computed with ωB97M-V/def2-TZVPD.

```
11
Properties=species:S:1:pos:R:3
H 2.63804 -1.13332 -0.77221
N 2.24045 -0.15254 -0.55526
C 1.10205 -0.06713 0.07987
C 0.48487 1.31913 0.47214
N -0.73521 1.62687 0.11363
N -1.45252 0.62746 -0.47286
C -1.76871 -0.59246 -0.23036
N -0.87580 -1.55087 0.45348
N 0.33420 -1.25759 0.42146
H 0.90849 1.94142 1.39664
H -2.87586 -0.76099 -0.90653
```

Values from the calculation:
HOMO-LUMO gap ... 7.74 eV
E ... -389.66647 a.u.
SMILES string ... [H]/N=c1/cnncnn1
F_max ... 4.51 eV Å⁻¹
Net charge ... 0

***

(4)
C16H27NO in the gas phase, computed with ωB97M-V/def2-TZVPD.

```
45
Properties=species:S:1:pos:R:3
C -4.72986 -1.18627 -1.30023
C -4.57923 -0.82198 0.17215
C -3.13035 -0.55001 0.57831
C -2.57454 0.73857 -0.02274
C -1.13869 1.04751 0.41860
C -0.74902 2.46744 -0.02076
C 0.45857 3.02718 0.72359
C -0.13650 0.03266 -0.14366
N -0.19159 -1.24020 0.55635
C 0.76697 -2.23155 0.12996
C 2.20224 -2.10278 0.71115
O 2.92959 -3.29190 0.47271
C 2.93311 -0.88522 0.19668
C 3.27238 -0.77804 -1.14815
C 3.93524 0.34030 -1.61985
C 4.27291 1.36613 -0.75365
C 3.95113 1.26354 0.58919
C 3.29067 0.14310 1.06103
H -4.09535 -2.03505 -1.54550
H -4.45268 -0.35268 -1.94012
H -5.76134 -1.45268 -1.52126
H -4.95922 -1.64873 0.77713
H -5.19145 0.05609 0.39306
H -2.50103 -1.38760 0.28000
H -3.08182 -0.47267 1.66728
H -3.22019 1.56864 0.27798
H -2.59763 0.68113 -1.11190
H -1.09723 1.00407 1.51334
H -1.59708 3.13313 0.15426
H -0.54821 2.46627 -1.09440
H 0.26948 3.04199 1.79500
H 0.65955 4.04549 0.39825
H 1.35170 2.43399 0.54148
H -0.37337 -0.16588 -1.19442
H 0.86986 0.47286 -0.11004
H -0.11462 -1.09087 1.55752
H 0.39399 -3.21341 0.44427
H 0.80866 -2.21756 -0.96306
H 2.12421 -2.04439 1.80364
H 3.08888 -3.37094 -0.47450
H 3.00904 -1.56754 -1.83974
H 4.18820 0.41165 -2.66758
H 4.78724 2.24071 -1.12308
H 4.21677 2.05752 1.27185
H 3.04059 0.06798 2.10984
```

Values from the calculation:
HOMO-LUMO gap ... 9.22 eV
E ... -755.85061 a.u.
SMILES string ... CCCC[C@H](CC)CNC[C@@H](O)c1ccccc1
F_max ... 0.55 eV Å⁻¹
Net charge ... 0

***

(5)
12 unconnected molecules or ions with the total composition C24H72O24, computed with ωB97M-V/def2-TZVPD.

```
120
Properties=species:S:1:pos:R:3
O -3.38587 -3.96730 2.49135
C -2.17117 -3.35617 2.86506
C -0.94445 -4.21849 2.63401
O -0.50394 -4.03029 1.28677
H -3.39446 -4.07857 1.52851
H -2.07440 -2.39567 2.35146
H -2.19811 -3.17483 3.94063
H -1.13112 -5.27451 2.83791
H -0.15004 -3.88426 3.31550
H 0.36668 -4.45287 1.20568
O -5.20610 -2.55203 0.58284
C -4.81694 -2.50300 -0.80200
C -3.31650 -2.49627 -0.91814
O -2.84810 -3.78323 -0.48020
H -6.16719 -2.50441 0.59081
H -5.21748 -3.38380 -1.31580
H -5.24663 -1.63993 -1.32421
H -2.89179 -1.70071 -0.30801
H -3.06060 -2.42189 -1.97847
H -1.89893 -3.70038 -0.31748
O 0.62002 3.43184 1.11610
C 1.99436 3.29010 0.80707
C 2.84127 3.73107 1.98329
O 2.75589 2.84719 3.07345
H 0.23764 2.57416 1.34688
H 2.22043 2.26178 0.50450
H 2.24663 3.92282 -0.05354
H 2.59452 4.76503 2.23653
H 3.88547 3.73724 1.64147
H 1.97068 3.06842 3.59500
O -0.18737 0.72147 1.49915
C -0.72169 -0.03679 0.41726
C -0.02573 0.38734 -0.85630
O -0.31534 -0.50322 -1.92466
H -0.47011 0.32501 2.33507
H -0.65897 -1.11742 0.57641
H -1.79216 0.17558 0.38286
H 1.05590 0.42177 -0.66977
H -0.32776 1.39649 -1.13501
H 0.24310 -1.29299 -1.83107
O 0.79469 -3.08220 -4.62514
C 1.42736 -3.08384 -5.89123
C 1.18561 -4.39234 -6.59202
O -0.05867 -4.39288 -7.25977
H 0.88080 -2.21901 -4.20256
H 1.11266 -2.21947 -6.48880
H 2.50749 -2.92653 -5.75895
H 1.26143 -5.23038 -5.89641
H 2.01776 -4.45874 -7.30994
H -0.19689 -5.23251 -7.70300
O 1.11697 1.64714 6.15722
C 0.95796 0.24951 5.97489
C -0.47179 -0.08125 5.69269
O -0.79132 0.13340 4.29932
H 1.99173 1.85664 6.49339
H 1.61274 -0.13576 5.17999
H 1.31903 -0.28028 6.86405
H -1.12490 0.58667 6.25747
H -0.61496 -1.14626 5.88832
H -1.75401 0.09639 4.23216
O 0.58908 4.00621 -4.41631
C 0.91733 4.58324 -3.15963
C -0.18356 4.46977 -2.12041
O -1.17012 5.48026 -2.29355
H 0.28950 3.10620 -4.19442
H 1.85565 4.19057 -2.75306
H 1.07452 5.65068 -3.34056
H 0.32285 4.50581 -1.14499
H -0.69186 3.49875 -2.17653
H -1.84433 5.30698 -1.63045
O 0.11652 3.49093 4.20073
C -1.19455 3.48309 3.62947
C -2.21888 3.98313 4.61779
O -2.40554 3.15483 5.75726
H 0.18756 2.71552 4.77424
H -1.16821 4.15883 2.77522
H -1.39965 2.46210 3.29392
H -3.19894 4.13399 4.16230
H -1.87934 4.98663 4.90864
H -1.69570 3.35489 6.37531
O 4.59876 -0.49202 -2.26899
C 4.88159 0.14694 -1.00406
C 4.31555 1.55192 -0.98881
O 4.91353 2.38421 -1.97382
H 5.39734 -0.48758 -2.80382
H 4.40014 -0.46709 -0.23961
H 5.95667 0.11985 -0.82149
H 4.50990 1.99799 -0.01304
H 3.23466 1.52199 -1.16906
H 4.98125 1.86210 -2.78015
O 2.28819 -4.39786 0.98552
C 2.89380 -4.03418 -0.26315
C 2.24563 -2.77544 -0.82093
O 0.84333 -2.88268 -1.00085
H 2.79713 -3.99721 1.69539
H 3.95709 -3.83699 -0.10498
H 2.79196 -4.87226 -0.95026
H 2.66369 -2.53736 -1.80015
H 2.47431 -1.93726 -0.14679
H 0.43389 -3.04911 -0.13661
O -5.63942 1.99747 2.53589
C -5.55374 1.12087 1.41559
C -4.13910 0.66004 1.10300
O -3.75831 -0.40796 1.96486
H -5.36993 1.51323 3.32302
H -6.18562 0.25276 1.63824
H -6.00108 1.65888 0.57827
H -3.44204 1.48502 1.25005
H -4.13755 0.33886 0.05469
H -4.09104 -1.23512 1.56627
O 2.20610 -0.81677 -3.66101
C 2.34819 0.21149 -4.62813
C 1.03544 0.82171 -5.01435
O 0.30300 1.29826 -3.89274
H 2.94847 -0.76229 -3.04086
H 3.03760 1.00716 -4.31483
H 2.84854 -0.22714 -5.50378
H 0.39368 0.08936 -5.52947
H 1.14647 1.63893 -5.72542
H 0.08623 0.53829 -3.32120
```

Values from the calculation:
HOMO-LUMO gap ... 9.18 eV
E ... -2763.22965 a.u.
SMILES string ... OCCO.OCCO.OCCO.OCCO.OCCO.OCCO.OCCO.OCCO.OCCO.OCCO.OCCO.OCCO
F_max ... 1.40 eV Å⁻¹
Net charge ... 0

***

(6)
A gas-phase ion, C4H8NO3 (charge +1), computed with ωB97M-V/def2-TZVPD.

```
16
Properties=species:S:1:pos:R:3
N 1.12993 -0.60310 -0.70013
C -0.16273 -0.74936 0.04398
C -1.03631 -1.85263 -0.62691
O -0.45956 -2.59871 -1.39644
C -0.88962 0.57767 0.08952
C 0.04282 1.74318 0.66356
O 0.29445 2.58871 -0.13406
O 0.59715 1.75492 1.88147
H 1.78450 0.07918 -0.21173
H 1.63811 -1.49868 -0.72935
H 0.83433 -0.45115 -1.68758
H 0.13920 -1.17930 1.11080
H -1.93998 -1.90642 -0.22512
H -1.83103 0.64146 0.55815
H -1.07680 0.93875 -0.90748
H 0.93554 2.51548 2.27132
```

Values from the calculation:
HOMO-LUMO gap ... 10.34 eV
E ... -437.39602 a.u.
SMILES string ... [NH3+][C@H](C=O)CC(=O)O
F_max ... 7.15 eV Å⁻¹
Net charge ... +1